Density functional theory data (ωB97M-V with the def2-TZVPD basis set) for the molecule C14H30O2Si2 at a distorted geometry.

Calculated values
- relative energy (zero: lowest compared OMol25 entry of this formula, charge and spin) (kJ/mol) = 100.6
- E_tot (Ha) = -1280.9677
- maximum force (eV/A) = 4.32
- Kohn-Sham gap (eV) = 9.7322
- LUMO energy (eV) = 0.675
- E_HOMO (eV) = -9.1
- SMILES = C[Si](C)(C)OC[C@H](O[Si](C)(C)C)[C@H]1CC=CCC1

Geometry (Å):
C: -0.92 -0.11 -4.43
Si: -0.91 -1.12 -2.86
C: -1.69 -2.84 -3.09
C: 0.85 -1.44 -2.47
O: -1.85 -0.39 -1.71
C: -1.86 -0.63 -0.32
C: -0.53 -0.16 0.34
O: -0.65 -0.02 1.70
Si: 0.20 -0.83 2.97
C: -1.16 -1.65 3.80
C: 0.89 0.36 4.17
C: 1.43 -2.08 2.36
C: 0.01 1.24 -0.16
C: -0.72 2.43 0.29
C: -0.12 3.66 -0.29
C: 1.13 3.79 -0.64
C: 2.20 2.68 -0.30
C: 1.44 1.49 0.30
H: -0.41 0.88 -4.38
H: -0.52 -0.66 -5.23
H: -1.96 -0.05 -4.73
H: -2.63 -2.73 -3.60
H: -1.05 -3.55 -3.61
H: -1.83 -3.25 -2.13
H: 1.04 -2.17 -1.65
H: 1.52 -0.59 -2.36
H: 1.34 -1.90 -3.31
H: -2.67 -0.06 0.08
H: -2.08 -1.70 -0.09
H: 0.22 -0.95 0.11
H: -2.18 -1.24 3.55
H: -1.24 -2.73 3.84
H: -1.07 -1.35 4.86
H: 1.75 0.83 3.76
H: 1.08 -0.15 5.00
H: 0.14 1.17 4.47
H: 2.34 -1.83 2.91
H: 1.14 -3.02 2.80
H: 1.72 -2.10 1.32
H: -0.05 1.17 -1.26
H: -0.52 2.57 1.34
H: -1.77 2.43 0.07
H: -0.80 4.47 -0.64
H: 1.50 4.63 -1.26
H: 3.02 3.00 0.36
H: 2.72 2.45 -1.21
H: 2.02 0.62 -0.08
H: 1.51 1.42 1.41


Density functional theory data (ωB97M-V with the def2-TZVPD basis set) for a structure of composition C14H31BrF2N4O4S2.

Calculated values
- E_tot (Ha) = -4642.0872
- maximum force (eV/A) = 0.65
- Kohn-Sham gap (eV) = 6.8797
- LUMO energy (eV) = -1.410
- E_HOMO (eV) = -8.3

Geometry (Å):
C: -3.41 -2.33 4.27
C: -4.31 -2.84 3.15
C: -4.90 -1.72 2.28
C: -3.99 -1.28 1.12
C: -3.49 0.14 1.28
C: -2.60 0.67 0.16
C: -1.45 -0.23 -0.31
C: -0.04 0.19 0.11
C: 0.44 1.45 -0.62
C: 0.38 1.51 -2.14
C: 0.87 0.28 -2.89
Br: 1.60 2.97 -2.59
N: 0.86 -0.95 -0.11
C: 2.25 -0.67 0.20
C: 2.49 -0.06 1.58
N: 1.43 0.93 1.97
C: -0.02 0.51 1.61
N: -0.46 -0.56 2.44
H: -3.84 -1.45 4.75
H: -3.25 -3.09 5.03
H: -2.44 -2.04 3.87
H: -5.11 -3.45 3.57
H: -3.72 -3.51 2.53
H: -5.10 -0.87 2.93
H: -5.87 -2.04 1.91
H: -3.16 -1.99 1.06
H: -4.55 -1.37 0.19
H: -4.37 0.79 1.32
H: -3.02 0.24 2.26
H: -2.23 1.66 0.45
H: -3.25 0.85 -0.70
H: -1.59 -1.26 -0.01
H: -1.47 -0.24 -1.40
H: 1.47 1.68 -0.37
H: -0.16 2.27 -0.23
H: -0.59 1.84 -2.50
H: 0.40 -0.63 -2.54
H: 1.95 0.20 -2.84
H: 0.62 0.40 -3.95
H: 0.52 -1.75 0.40
H: 2.65 0.00 -0.56
H: 2.82 -1.59 0.11
H: 2.55 -0.82 2.36
H: 3.45 0.45 1.58
H: 1.64 1.85 1.58
H: 1.46 1.04 2.98
H: -0.63 1.39 1.83
H: -0.68 -0.27 3.38
H: 0.16 -1.35 2.47
N: 5.00 0.99 -4.71
S: 5.82 1.38 -6.01
O: 7.24 1.33 -5.84
O: 5.27 2.45 -6.77
F: 5.47 0.08 -6.84
S: 5.07 1.99 -3.51
O: 4.53 1.39 -2.32
O: 4.68 3.34 -3.79
F: 6.62 2.10 -3.19


Density functional theory data (ωB97M-V with the def2-TZVPD basis set) for a structure of composition C14H31Cl2I2O3PdSSi.

Calculated values
- charge = +1
- E_tot (Ha) = -3109.0307
- maximum force (eV/A) = 0.29
- Kohn-Sham gap (eV) = 6.4539
- LUMO energy (eV) = -5.216
- E_HOMO (eV) = -11.7

Geometry (Å):
Pd: 1.15 -1.14 2.84
Cl: -0.23 -3.30 2.95
C: 1.04 -4.59 3.05
Cl: 2.66 -3.91 3.05
H: 0.91 -5.22 2.18
H: 0.87 -5.12 3.97
I: 3.40 0.25 3.11
C: 3.00 0.34 5.20
I: 1.25 -0.82 5.57
H: 2.80 1.37 5.48
H: 3.83 -0.09 5.75
C: 1.39 -0.06 -3.79
C: 1.29 1.13 -2.85
C: 2.49 2.04 -3.00
C: -0.01 1.90 -3.06
O: 1.35 0.64 -1.47
Si: 0.24 -0.12 -0.57
S: 1.56 -1.36 0.64
O: -0.75 0.82 0.32
C: -0.58 1.95 1.18
C: 0.77 2.62 0.97
C: -1.71 2.92 0.86
C: -0.72 1.43 2.61
O: -0.70 -1.03 -1.52
C: -2.00 -1.64 -1.34
C: -2.10 -2.26 0.05
C: -3.07 -0.58 -1.55
C: -2.10 -2.72 -2.40
H: 1.41 0.28 -4.82
H: 0.54 -0.73 -3.66
H: 2.31 -0.62 -3.59
H: 2.53 2.44 -4.01
H: 3.41 1.49 -2.79
H: 2.42 2.88 -2.30
H: -0.04 2.31 -4.07
H: -0.09 2.72 -2.35
H: -0.87 1.24 -2.93
H: 0.87 2.97 -0.06
H: 1.59 1.92 1.16
H: 0.87 3.47 1.64
H: -1.61 3.29 -0.16
H: -1.69 3.77 1.55
H: -2.67 2.42 0.96
H: -0.08 0.54 2.72
H: -1.74 1.11 2.81
H: -0.41 2.18 3.34
H: -2.01 -1.49 0.82
H: -1.31 -3.00 0.18
H: -3.07 -2.75 0.17
H: -2.97 0.22 -0.81
H: -4.06 -1.02 -1.46
H: -2.98 -0.15 -2.55
H: -1.32 -3.46 -2.27
H: -1.99 -2.27 -3.40
H: -3.07 -3.21 -2.35


Question: What is the formula in the first record?
Answer: C14H30O2Si2


Copy entry 2 word for word.
Density functional theory data (ωB97M-V with the def2-TZVPD basis set) for a structure of composition C14H31BrF2N4O4S2.

Calculated values
- E_tot (Ha) = -4642.0872
- maximum force (eV/A) = 0.65
- Kohn-Sham gap (eV) = 6.8797
- LUMO energy (eV) = -1.410
- E_HOMO (eV) = -8.3

Geometry (Å):
C: -3.41 -2.33 4.27
C: -4.31 -2.84 3.15
C: -4.90 -1.72 2.28
C: -3.99 -1.28 1.12
C: -3.49 0.14 1.28
C: -2.60 0.67 0.16
C: -1.45 -0.23 -0.31
C: -0.04 0.19 0.11
C: 0.44 1.45 -0.62
C: 0.38 1.51 -2.14
C: 0.87 0.28 -2.89
Br: 1.60 2.97 -2.59
N: 0.86 -0.95 -0.11
C: 2.25 -0.67 0.20
C: 2.49 -0.06 1.58
N: 1.43 0.93 1.97
C: -0.02 0.51 1.61
N: -0.46 -0.56 2.44
H: -3.84 -1.45 4.75
H: -3.25 -3.09 5.03
H: -2.44 -2.04 3.87
H: -5.11 -3.45 3.57
H: -3.72 -3.51 2.53
H: -5.10 -0.87 2.93
H: -5.87 -2.04 1.91
H: -3.16 -1.99 1.06
H: -4.55 -1.37 0.19
H: -4.37 0.79 1.32
H: -3.02 0.24 2.26
H: -2.23 1.66 0.45
H: -3.25 0.85 -0.70
H: -1.59 -1.26 -0.01
H: -1.47 -0.24 -1.40
H: 1.47 1.68 -0.37
H: -0.16 2.27 -0.23
H: -0.59 1.84 -2.50
H: 0.40 -0.63 -2.54
H: 1.95 0.20 -2.84
H: 0.62 0.40 -3.95
H: 0.52 -1.75 0.40
H: 2.65 0.00 -0.56
H: 2.82 -1.59 0.11
H: 2.55 -0.82 2.36
H: 3.45 0.45 1.58
H: 1.64 1.85 1.58
H: 1.46 1.04 2.98
H: -0.63 1.39 1.83
H: -0.68 -0.27 3.38
H: 0.16 -1.35 2.47
N: 5.00 0.99 -4.71
S: 5.82 1.38 -6.01
O: 7.24 1.33 -5.84
O: 5.27 2.45 -6.77
F: 5.47 0.08 -6.84
S: 5.07 1.99 -3.51
O: 4.53 1.39 -2.32
O: 4.68 3.34 -3.79
F: 6.62 2.10 -3.19


Question: maximum force of number 1 (C14H30O2Si2)?
Answer: 4.32 eV/A


Question: Number 3 is which compound?
Answer: C14H31Cl2I2O3PdSSi